[1]
Entry from the Open Molecules 2025 dataset: a molecular structure, C5H15Cl2CrN5O18 at a distorted geometry (wB97M-V/def2-TZVPD).

CARTESIAN COORDINATES (ANGSTROEM)
H (-7.107, 26.623, 6.730)
H (-9.291, 21.364, 5.632)
C (-6.320, 25.869, 6.735)
C (-6.101, 27.110, 11.064)
O (-7.969, 21.374, 8.238)
H (-5.778, 26.533, 11.931)
N (-6.890, 24.482, 6.914)
N (-7.791, 20.825, 7.121)
Cr (-7.298, 22.757, 9.939)
C (-9.659, 19.241, 11.652)
H (-9.691, 20.132, 6.912)
O (-7.590, 23.395, 12.187)
O (-6.380, 24.867, 10.401)
O (-5.452, 21.534, 11.259)
O (-11.677, 23.595, 9.488)
H (-8.640, 18.855, 11.644)
O (-10.702, 25.492, 8.409)
O (-7.504, 26.481, 9.458)
O (-10.479, 20.514, 9.873)
N (-8.227, 24.137, 12.912)
O (-6.668, 20.791, 6.603)
O (-4.998, 21.585, 9.009)
O (-10.206, 23.343, 7.674)
H (-10.016, 24.036, 14.168)
O (-7.184, 24.081, 8.015)
H (-8.448, 23.497, 14.932)
Cl (-10.505, 24.102, 8.818)
O (-7.017, 23.786, 5.957)
C (-9.038, 23.578, 14.019)
O (-8.217, 25.330, 12.813)
Cl (-5.007, 20.701, 10.149)
H (-6.913, 27.765, 11.378)
O (-6.020, 19.706, 9.890)
H (-5.301, 27.740, 10.674)
O (-3.675, 20.100, 10.383)
C (-8.941, 20.515, 6.220)
O (-8.711, 21.177, 10.834)
H (-9.425, 22.600, 13.735)
H (-10.123, 19.408, 12.624)
N (-9.643, 20.439, 10.784)
H (-10.308, 18.521, 11.153)
O (-9.378, 23.991, 9.684)
H (-8.546, 19.777, 5.522)
H (-5.714, 25.843, 5.830)
H (-5.678, 26.107, 7.583)
N (-6.665, 26.048, 10.230)

- Maximum force: 4.55 eV/A
- Gap between HOMO and LUMO (alpha / beta): 8.15 / 8.35 eV
- 2S+1: 5
- Energy: -3791.41721 Ha
- Charge: 0

***

[2]
Entry from the Open Molecules 2025 dataset: a molecular structure, C6H18Cl2O6Zn at a distorted geometry (wB97M-V/def2-TZVPD).

CARTESIAN COORDINATES (ANGSTROEM)
Zn (0.126, -1.630, -0.904)
H (0.355, 1.635, 3.564)
C (-2.313, 2.325, -1.277)
H (-3.032, 1.894, -0.583)
H (3.065, -0.021, 0.715)
O (-1.273, 0.104, -1.360)
H (3.715, -0.073, -1.015)
Cl (0.786, -1.938, -3.185)
H (-1.899, 1.004, 3.310)
C (2.988, -0.442, -0.290)
C (-1.099, 0.674, 2.639)
H (-2.439, 2.591, -3.202)
H (-1.344, -1.482, 2.750)
H (-2.092, 3.366, -1.045)
H (-0.489, 1.814, -2.241)
H (1.925, -3.214, 0.661)
H (-2.209, -0.703, 1.450)
O (0.168, 0.743, 3.265)
O (1.697, -0.051, -0.818)
H (-1.861, -0.074, -2.113)
Cl (-1.791, -2.953, -0.824)
H (-1.186, 1.379, 1.790)
O (1.756, -2.583, -0.043)
C (-1.050, 1.483, -1.353)
H (3.687, -2.237, 0.603)
O (-0.203, -0.911, 1.103)
C (3.060, -1.958, -0.245)
C (-1.280, -0.675, 2.016)
H (-0.397, 1.810, -0.535)
H (3.482, -2.379, -1.156)
O (-3.029, 2.236, -2.524)
H (1.601, 0.903, -0.773)
H (0.573, -0.639, 1.619)

- Maximum force: 2.11 eV/A
- Relative energy (zero: lowest compared OMol25 entry of this formula, charge and spin): 0.319 eV
- Gap between HOMO and LUMO: 7.88 eV
- Energy: -3390.59867 Ha
- Charge: 0

***

[3]
Entry from the Open Molecules 2025 dataset: a molecular structure, C22H33HfN3O7P2 at a distorted geometry (wB97M-V/def2-TZVPD).

CARTESIAN COORDINATES (ANGSTROEM)
H (1.122, -4.414, -0.489)
C (0.167, 1.329, 3.105)
H (2.963, -2.636, -1.614)
H (3.003, -1.738, -3.154)
O (-0.024, -1.868, -0.245)
C (1.038, -0.472, 4.475)
N (-1.766, 1.150, 6.302)
H (-0.916, -1.794, 2.250)
C (-0.753, 0.896, 5.316)
H (-1.372, 2.531, 4.022)
C (3.353, -1.739, -2.113)
P (2.712, -0.254, -1.266)
C (-0.718, 1.672, 4.133)
C (-0.008, 3.881, -4.557)
O (1.893, -2.358, 5.529)
H (0.033, -5.051, 0.758)
O (0.208, 1.207, 0.729)
C (-0.037, 1.602, -3.635)
C (0.121, -0.185, 5.493)
C (-3.640, -1.330, -1.593)
H (0.098, -0.781, 6.401)
C (-0.035, 1.099, -4.985)
H (1.865, 0.090, 2.572)
H (3.177, 1.012, -3.285)
H (-0.636, -4.292, -0.704)
C (-0.040, 3.034, -3.461)
C (-3.362, 0.131, 0.825)
C (0.197, -2.896, 0.724)
N (-0.024, 0.803, -2.586)
H (-3.415, -1.405, -2.665)
H (4.453, -1.755, -2.097)
H (4.734, -0.316, 0.094)
H (-3.045, -0.753, 1.398)
C (0.175, -4.244, 0.031)
H (-0.002, 4.961, -4.401)
C (1.104, 0.311, 3.312)
O (-2.605, 2.049, 6.085)
P (-2.673, 0.043, -0.872)
H (-2.984, 1.027, 1.339)
C (0.016, 3.359, -5.861)
H (3.344, -1.079, 0.947)
H (3.090, 2.066, -1.859)
H (-3.354, -2.272, -1.107)
O (2.412, -1.995, 3.420)
C (-0.776, -2.819, 1.886)
H (-0.053, 0.015, -5.116)
O (-0.139, 3.228, 1.706)
Hf (0.058, -0.012, -0.787)
H (1.202, -2.724, 1.141)
H (0.009, 1.561, -7.076)
O (-1.774, 0.445, 7.335)
H (-1.755, -3.226, 1.600)
C (-0.002, 1.967, -6.063)
C (0.067, 2.036, 1.777)
H (-4.461, 0.165, 0.783)
H (-4.501, 1.548, -1.481)
C (3.655, -0.244, 0.301)
H (4.567, 1.082, -2.146)
N (1.830, -1.675, 4.493)
C (-3.422, 1.499, -1.690)
C (3.471, 1.105, -2.230)
H (-2.928, 2.409, -1.325)
H (-4.718, -1.157, -1.455)
H (-3.255, 1.430, -2.774)
H (0.045, 4.037, -6.716)
H (-0.058, 3.420, -2.437)
H (3.447, 0.691, 0.840)
H (-0.376, -3.409, 2.721)

- Maximum force: 3.92 eV/A
- Gap between HOMO and LUMO: 4.43 eV
- Energy: -2279.72463 Ha
- Charge: 0

***

[4]
Entry from the Open Molecules 2025 dataset: a gas-phase ion, C6H5BrFN2O2 (charge -1) at a distorted geometry (wB97M-V/def2-TZVPD).

CARTESIAN COORDINATES (ANGSTROEM)
C (1.129, -1.582, -1.228)
C (1.061, 1.405, 0.452)
C (0.857, -1.190, 0.468)
N (-1.128, 1.864, 0.195)
C (-2.077, -0.330, 0.009)
H (-2.614, 0.191, -0.745)
O (0.567, -2.613, -1.452)
C (0.102, 2.386, 0.264)
H (-1.706, -1.362, -0.125)
H (0.152, 3.367, 0.136)
N (-0.924, 0.516, 0.222)
H (0.165, -1.963, 0.808)
H (-2.794, -0.333, 0.828)
O (1.787, -0.744, -1.843)
C (0.348, 0.181, 0.472)
F (2.082, -1.361, 1.126)
Br (2.992, 1.568, 0.414)

- Maximum force: 4.14 eV/A
- Relative energy (zero: lowest compared OMol25 entry of this formula, charge and spin): 0.000 eV
- Gap between HOMO and LUMO: 7.27 eV
- SMILES: Cn1ncc(Br)c1[C@H](F)C(=O)[O-]
- Energy: -3165.53811 Ha
- Charge: -1

***

[5]
Entry from the Open Molecules 2025 dataset: a molecular structure, C22H49N5O10P2W at a distorted geometry (wB97M-V/def2-TZVPD).

CARTESIAN COORDINATES (ANGSTROEM)
H (-1.858, -1.522, -4.030)
H (5.540, -1.385, 0.804)
O (-2.659, 0.656, -1.620)
H (-3.844, -2.844, 2.950)
H (1.867, -3.876, 2.263)
N (3.307, 1.300, -2.472)
P (-0.850, -0.050, 1.734)
H (-3.012, 2.044, 0.618)
O (-1.221, 0.404, 3.131)
W (-0.534, 0.971, -1.247)
H (-1.524, -1.626, -2.304)
H (-3.406, 3.575, -0.193)
C (-0.531, 1.067, 4.345)
O (-2.157, -0.540, 1.056)
O (-1.512, 2.751, -0.566)
C (2.337, 2.370, -1.014)
C (-1.079, 3.853, -2.633)
H (-1.493, 0.547, -5.010)
C (-2.964, -2.440, 2.448)
H (-0.275, 4.415, -3.111)
C (-4.390, -1.348, 0.678)
C (3.785, 0.571, 1.948)
H (1.473, 0.303, 4.053)
H (0.508, 2.546, 3.167)
H (2.125, 3.034, -0.192)
H (2.853, 0.951, 2.372)
H (-0.280, -4.414, 0.919)
H (-0.150, -4.577, -0.859)
H (3.311, -1.522, 1.778)
H (-2.213, -2.287, 3.225)
H (-4.028, -2.030, -0.093)
H (4.460, 0.346, 2.775)
N (3.535, 2.222, -1.535)
C (-2.948, 2.595, -0.319)
O (-0.901, 2.420, -2.883)
H (-4.543, 1.483, -1.234)
C (4.694, -1.039, 0.208)
O (-0.704, 0.021, -3.171)
C (0.643, 0.229, 4.762)
O (1.727, -2.771, -0.313)
H (-3.536, 2.365, -2.403)
C (-3.035, -0.169, -2.771)
H (-3.363, 0.500, -3.568)
H (0.769, 2.392, -4.117)
H (5.193, 1.279, -3.021)
H (0.251, 0.215, -5.009)
N (4.287, 0.935, -3.308)
H (-3.670, -0.405, 2.478)
H (-0.325, -2.344, 1.818)
H (1.007, -1.417, 2.537)
H (4.174, 0.016, -3.712)
H (2.337, -4.680, -0.663)
O (2.329, -0.412, 0.278)
C (-3.529, 1.817, -1.460)
H (-1.339, 1.003, 5.069)
N (1.436, 1.573, -1.606)
C (-0.290, 2.149, -4.178)
H (0.217, 2.977, 4.851)
C (-1.798, -0.945, -3.108)
H (1.008, 0.612, 5.717)
N (2.101, 0.875, -2.561)
C (-3.360, -1.162, 1.759)
H (4.425, -1.838, -0.481)
H (3.444, -3.924, 1.415)
H (5.025, -0.164, -0.352)
H (4.252, 1.353, 1.350)
P (1.180, -1.442, 0.156)
H (-1.625, 4.828, -0.747)
O (-0.251, 1.032, 0.782)
C (0.292, -1.451, 1.711)
H (-4.683, -0.398, 0.231)
C (2.440, -4.344, 1.459)
H (0.368, -0.814, 4.921)
H (-0.015, 4.105, -0.760)
O (0.148, -0.863, -0.880)
H (-2.624, -3.193, 1.733)
H (0.374, -5.873, 0.204)
C (-1.032, 3.999, -1.129)
C (-0.221, 2.489, 3.979)
H (-2.030, 4.141, -3.080)
H (2.541, -5.400, 1.718)
C (3.557, -0.676, 1.130)
H (-0.761, 2.786, -4.926)
C (1.736, -4.259, 0.138)
H (-5.284, -1.793, 1.116)
H (-1.119, 3.042, 3.708)
C (-0.563, 0.688, -4.463)
C (0.331, -4.788, 0.094)
H (-3.861, -0.822, -2.488)

- Maximum force: 1.30 eV/A
- Gap between HOMO and LUMO: 7.38 eV
- Energy: -2642.37511 Ha
- Charge: +4

***

[6]
Entry from the Open Molecules 2025 dataset: a single C19H20BrN3O3 molecule (wB97M-V/def2-TZVPD).

CARTESIAN COORDINATES (ANGSTROEM)
H (-2.773, 2.274, -0.018)
Br (6.865, -2.472, 0.237)
O (4.647, -1.139, -1.334)
C (-0.700, 1.778, 0.057)
C (-0.128, -0.478, -0.530)
C (-2.427, 0.229, -0.576)
H (2.484, -0.449, -0.986)
C (7.289, -0.636, 0.017)
C (-6.237, -0.672, 1.275)
H (-7.663, -1.531, -0.084)
H (9.329, -0.960, 0.560)
H (-6.246, -2.542, 0.210)
H (4.089, 1.459, 0.427)
H (-6.286, -1.592, -2.080)
N (-3.786, 0.008, -0.787)
C (-4.426, -1.140, -1.173)
H (5.926, 2.345, -0.778)
C (-6.955, -1.186, 2.518)
C (-6.578, -1.515, 0.048)
H (0.589, -1.275, -0.650)
C (-1.461, -0.762, -0.749)
C (8.590, -0.229, 0.269)
C (0.273, 0.796, -0.134)
O (2.011, 2.159, 0.777)
H (-0.384, 2.758, 0.381)
C (1.677, 1.177, 0.130)
C (8.928, 1.106, 0.144)
C (4.924, -0.155, -0.674)
H (-6.701, -0.579, 3.384)
H (-5.159, -0.696, 1.451)
C (6.669, 1.625, -0.469)
H (-4.370, 0.812, -0.603)
N (2.624, 0.372, -0.412)
O (-3.865, -2.183, -1.414)
H (-1.765, -1.750, -1.052)
C (-5.934, -0.989, -1.241)
C (7.967, 2.034, -0.226)
C (-2.030, 1.502, -0.165)
H (-6.529, 0.367, 1.097)
H (-6.223, 0.050, -1.409)
N (3.964, 0.665, -0.191)
H (-6.669, -2.214, 2.723)
H (8.230, 3.076, -0.329)
H (9.943, 1.420, 0.334)
H (-8.033, -1.152, 2.378)
C (6.310, 0.284, -0.349)

- Maximum force: 0.83 eV/A
- Gap between HOMO and LUMO: 9.03 eV
- SMILES: CCCCC(=O)Nc1ccc(C(=O)NNC(=O)c2ccccc2Br)cc1
- Energy: -3700.06605 Ha
- Charge: 0

***

Question: charge of number 2 (C6H18Cl2O6Zn)?
Answer: 0

***

Question: Which of these has the highest charge?
Answer: C22H49N5O10P2W

***

Question: What is the charge in the first record?
Answer: 0